<a>
ORCA calculation (ωB97M-V/def2-TZVPD) on a cluster of 2 separate species, C4H6OS in total.

ORCA input file:
```
! RIJCOSX wB97M-V def2-TZVPD def2/J DEFGRID3
* xyz 0 1
C 0.996 0.574 0.541
C 1.126 -0.635 0.151
C -0.399 2.064 -0.167
C 0.564 -1.939 -0.272
O 3.429 0.574 -0.741
S 2.749 0.250 0.547
H -1.177 1.337 -0.202
H -0.255 2.262 -1.203
H -0.485 2.885 0.462
H 1.114 -2.755 0.083
H 0.541 -1.718 -1.328
H -0.529 -1.919 0.075
*
```

As for the lowest unoccupied orbital energy (spin up / spin down): -0.06 / -0.06 eV. The HOMO energy (spin up / spin down) is -8.58 / -8.58 eV. The calculation puts the gap between HOMO and LUMO (spin up / spin down) at 8.519 / 8.521 eV.

***

<b>
ORCA calculation (ωB97M-V/def2-TZVPD) on an isolated molecule of C4H6OS.

ORCA input file:
```
! RIJCOSX wB97M-V def2-TZVPD def2/J DEFGRID3
* xyz 0 1
C -2.294 0.101 0.148
C 0.071 -0.160 -0.028
C 1.285 -0.716 -0.011
C 2.295 0.233 -0.193
H -2.362 0.858 -0.666
H -2.035 0.665 1.072
H -3.155 -0.494 0.354
H -0.096 0.952 -0.034
H 1.497 -1.730 -0.132
H 2.030 1.282 -0.475
O -1.128 -0.776 -0.141
S 3.891 -0.215 0.106
*
```

As for the lowest unoccupied orbital energy: -0.30 eV. The HOMO energy is -8.28 eV. Its SMILES is CO/C=C/C=S. The calculation puts the gap between HOMO and LUMO at 7.983 eV.

***

<c>
ORCA calculation (ωB97M-V/def2-TZVPD) on an isolated molecule of C4H6OS.

ORCA input file:
```
! RIJCOSX wB97M-V def2-TZVPD def2/J DEFGRID3
* xyz 0 1
C 0.383 -1.377 0.237
C -0.638 -1.022 -0.773
C -0.024 0.053 0.355
C 0.829 1.279 0.208
O -2.535 0.901 -0.156
S -1.830 -0.202 0.361
H 0.002 -2.081 0.986
H 1.436 -1.462 -0.047
H -0.393 -1.080 -1.854
H 1.515 1.417 -0.692
H 1.109 1.479 1.228
H 0.145 2.096 0.146
*
```

As for the lowest unoccupied orbital energy: 0.92 eV. The HOMO energy is -8.67 eV. The calculation puts the gap between HOMO and LUMO at 9.586 eV.

***

Quick ranking, most stable first: <b>, <c>, <a>.

***

<a>
ORCA calculation (ωB97M-V/def2-TZVPD) on an isolated molecule of C4H6OS.

ORCA input file:
```
! RIJCOSX wB97M-V def2-TZVPD def2/J DEFGRID3
* xyz 0 1
C 0.434 0.586 1.402
C 0.891 -0.337 -0.704
C -0.512 -0.523 -1.057
C -1.434 0.146 -0.333
H 0.657 -0.407 1.738
H 0.871 1.275 2.119
H 1.344 -0.125 -1.659
H 1.328 -1.242 -0.365
H -0.859 -1.067 -1.962
H -2.475 0.125 -0.565
O 1.110 0.687 0.149
S -1.354 0.882 1.237
*
```

As for the lowest unoccupied orbital energy: 0.87 eV. The HOMO energy is -8.26 eV. Its SMILES is C1=CSCOC1. The calculation puts the gap between HOMO and LUMO at 9.129 eV.

***

<b>
ORCA calculation (ωB97M-V/def2-TZVPD) on an isolated molecule of C4H6OS.

ORCA input file:
```
! RIJCOSX wB97M-V def2-TZVPD def2/J DEFGRID3
* xyz 0 1
C 1.305 1.000 0.111
C -0.894 0.674 0.374
C -2.067 -0.351 0.014
C -0.533 -0.565 -0.380
H 2.024 1.315 -0.650
H 1.632 0.956 1.154
H -0.873 0.610 1.528
H -2.960 -0.770 -0.689
H -2.157 -0.762 1.144
H -0.447 -0.103 -1.470
O 0.004 1.553 -0.297
S 0.992 -1.139 0.041
*
```

As for the lowest unoccupied orbital energy: 0.69 eV. The HOMO energy is -8.51 eV. Its SMILES is C1O[C@H]2C[C@@H]2S1. The calculation puts the gap between HOMO and LUMO at 9.198 eV.

***

Quick ranking, most stable first: <a>, <b>.

***

<a>
ORCA calculation (ωB97M-V/def2-TZVPD) on an isolated molecule of C4H6OS.

ORCA input file:
```
! RIJCOSX wB97M-V def2-TZVPD def2/J DEFGRID3
* xyz 0 1
C 1.471 0.836 -0.024
C -0.208 -0.988 0.334
C -1.206 -0.584 -0.649
C -0.744 0.462 0.185
H 1.494 0.694 1.170
H 2.314 1.299 -0.439
H -0.249 -1.465 1.403
H -2.211 -0.642 -0.329
H -0.775 -0.977 -1.671
H -1.503 0.898 0.766
O 0.194 1.341 -0.446
S 1.424 -0.874 -0.298
*
```

As for the lowest unoccupied orbital energy: 0.93 eV. The HOMO energy is -8.64 eV. Its SMILES is C1O[C@H]2C[C@H]2S1. The calculation puts the gap between HOMO and LUMO at 9.573 eV.

***

<b>
ORCA calculation (ωB97M-V/def2-TZVPD) on an isolated molecule of C4H6OS.

ORCA input file:
```
! RIJCOSX wB97M-V def2-TZVPD def2/J DEFGRID3
* xyz 0 1
C -1.045 -0.994 1.168
C -0.292 -0.001 0.316
C 0.494 1.024 0.654
C 0.794 0.399 -1.670
H -2.032 -1.103 0.731
H -1.152 -0.791 2.214
H -0.552 -2.010 1.144
H 0.785 1.349 1.638
H 1.730 -0.195 -1.725
H 0.454 0.638 -2.715
O -0.279 -0.275 -1.018
S 1.094 1.958 -0.737
*
```

As for the lowest unoccupied orbital energy: 0.97 eV. The HOMO energy is -7.82 eV. Its SMILES is CC1=CSCO1. The calculation puts the gap between HOMO and LUMO at 8.781 eV.

***

Quick ranking, most stable first: <b>, <a>.

***

<a>
ORCA calculation (ωB97M-V/def2-TZVPD) on an isolated molecule of C4H6OS.

ORCA input file:
```
! RIJCOSX wB97M-V def2-TZVPD def2/J DEFGRID3
* xyz 0 1
C -0.125 -0.440 1.642
C 0.339 0.834 -0.290
C -0.052 0.448 -1.696
C -0.134 -0.563 -0.590
H -0.720 0.278 2.245
H 0.154 -1.270 2.305
H -0.512 1.327 0.121
H 0.754 0.127 -2.389
H -0.856 0.963 -2.180
H 0.621 -1.266 -0.753
O -0.930 -0.872 0.535
S 1.462 0.433 1.051
*
```

As for the lowest unoccupied orbital energy: 0.94 eV. The HOMO energy is -8.55 eV. Its SMILES is C1O[C@H]2C[C@@H]2S1. The calculation puts the gap between HOMO and LUMO at 9.490 eV.

***

<b>
ORCA calculation (ωB97M-V/def2-TZVPD) on a cluster of 2 separate species, C4H6OS in total.

ORCA input file:
```
! RIJCOSX wB97M-V def2-TZVPD def2/J DEFGRID3
* xyz 0 1
C -0.140 1.310 2.099
C 0.108 0.484 1.203
C 0.034 0.440 -1.683
C 0.274 -0.581 0.283
O 1.530 -1.161 0.401
S -1.076 -1.790 0.178
H -0.366 2.230 2.574
H -0.737 -0.270 -2.048
H -0.298 1.421 -1.188
H 1.012 0.470 -2.057
H 1.412 -1.889 -0.198
H -1.752 -0.664 0.436
*
```

As for the lowest unoccupied orbital energy (spin up / spin down): 0.53 / 0.53 eV. The HOMO energy (spin up / spin down) is -8.18 / -8.18 eV. The calculation puts the gap between HOMO and LUMO (spin up / spin down) at 8.712 / 8.713 eV.

***

<c>
ORCA calculation (ωB97M-V/def2-TZVPD) on a cluster of 2 separate species, C4H6OS in total.

ORCA input file:
```
! RIJCOSX wB97M-V def2-TZVPD def2/J DEFGRID3
* xyz 0 1
C 0.095 1.170 -2.060
C -0.696 1.137 -1.013
C -0.080 -0.337 1.058
C 0.242 -1.651 0.705
O 0.208 0.932 3.299
S -0.203 1.033 1.873
H -0.020 1.768 -2.969
H 0.774 0.309 -2.290
H -1.222 1.855 -0.406
H 0.199 -1.772 -0.396
H -0.488 -2.400 1.195
H 1.191 -2.044 1.005
*
```

As for the lowest unoccupied orbital energy (spin up / spin down): -0.68 / -0.32 eV. The HOMO energy (spin up / spin down) is -8.96 / -9.04 eV. The calculation puts the gap between HOMO and LUMO (spin up / spin down) at 8.274 / 8.722 eV.

***

<d>
ORCA calculation (ωB97M-V/def2-TZVPD) on an isolated molecule of C4H6OS.

ORCA input file:
```
! RIJCOSX wB97M-V def2-TZVPD def2/J DEFGRID3
* xyz 0 1
C -0.430 -1.264 0.773
C -0.647 -0.416 -1.486
C 0.280 0.272 -0.529
C -0.285 0.162 0.813
H 0.522 -1.808 0.821
H -0.883 -1.714 1.729
H -0.013 -0.699 -2.376
H -1.613 0.146 -1.740
H 0.930 -0.513 -0.692
H -1.336 0.718 0.776
O -0.818 -1.552 -0.542
S 0.965 1.485 0.524
*
```

As for the lowest unoccupied orbital energy: 0.72 eV. The HOMO energy is -9.16 eV. Its SMILES is C1OC[C@H]2S[C@H]12. The calculation puts the gap between HOMO and LUMO at 9.882 eV.

***

Quick ranking, most stable first: <a>, <d>, <b>, <c>.